Below is the molecule C6H6ClF, with properties calculated with wB97M-V/def2-TZVPD.

Geometry as ORCA input:
```
! RIJCOSX wB97M-V def2-TZVPD def2/J DEFGRID3
* xyz 0 1
C -0.27 1.98 -0.05
C 0.12 0.51 -0.04
C 1.24 -0.09 -0.42
C 1.16 -1.58 -0.21
C -0.10 -1.84 0.23
C -0.87 -0.55 0.42
F -1.29 -0.29 1.68
Cl -2.33 -0.60 -0.72
H 0.54 2.61 -0.44
H -1.18 2.22 -0.61
H -0.47 2.31 0.97
H 2.07 0.39 -0.87
H 1.89 -2.30 -0.52
H -0.48 -2.77 0.59
*
```

As for the calculated total energy: -792.24564 Eh. For the HOMO energy, the calculation gives -8.97 eV. As for the molar mass: 132.56 g mol⁻¹. As for the orbital gap: 9.14 eV. As for the SMILES: CC1=CC=C[C@]1(F)Cl. The value obtained for the energy relative to the best compared isomer or geometry (same formula, charge and spin) is 0.059 eV.

These are the Löwdin partial charges, in e, on atoms 1 to 8: -0.04 -0.27 -0.03 -0.02 -0.08 -0.76 0.03 0.64